(1)
The following is a DFT calculation (ωB97M-V/def2-TZVPD) of a 2-piece molecular cluster, C4H10N overall in a non-equilibrium geometry.

E_LUMO: -5.126 eV
ΔE to the lowest compared entry with this formula, charge and spin: 285.4 kJ/mol
Max |F|: 2.6 eV/A
Frontier orbital gap: 0.3019 Ha
Charge: +1
E: -212.8116 Ha
Highest occupied orbital energy: -13.342 eV

Each line ends with the Löwdin charge.
Geometry (Å):
1 C -2.6629 0.2261 -0.2336  -0.05
2 C -2.1299 -0.7918 0.4630  -0.09
3 H -2.0928 1.0713 -0.5975  0.04
4 H -3.7165 0.1541 -0.4721  0.06
5 H -1.3014 -0.8049 1.1686  0.05
6 H -2.5990 -1.7667 0.3790  0.06
7 C 2.4281 0.6418 0.5458  0.01
8 C 0.5738 0.0079 -0.9071  0.15
9 N 1.6071 -0.2854 -0.2226  0.00
10 H 3.4619 0.3419 0.3824  0.12
11 H 2.3142 0.3113 1.5879  0.12
12 H 2.0612 1.6567 0.4792  0.11
13 H 0.3420 1.0741 -0.8568  0.12
14 H -0.1900 -0.5847 -1.3897  0.11
15 H 1.9041 -1.2518 -0.3264  0.18

Atoms 1-3, force components in eV/Å:
0.57 -0.89 0.45
-0.46 -0.13 -0.27
-0.34 0.62 0.80



(2)
The following is a DFT calculation (ωB97M-V/def2-TZVPD) of an isolated ion of composition C4H10N and charge +1 in a non-equilibrium geometry.

E_LUMO: -3.862 eV
ΔE to the lowest compared entry with this formula, charge and spin: 131.0 kJ/mol
Max |F|: 2.3 eV/A
Frontier orbital gap: 0.3499 Ha
Charge: +1
SMILES: C=CCC[NH3+]
E: -212.8705 Ha
Highest occupied orbital energy: -13.384 eV

Each line ends with the Löwdin charge.
Geometry (Å):
1 C -1.7357 -0.4374 1.9386  0.05
2 C -0.5235 -0.1437 1.4586  -0.19
3 C -0.3377 0.2699 0.0478  -0.23
4 C 0.9443 -0.3956 -0.4864  -0.10
5 N 1.1996 0.3564 -1.8176  0.18
6 H -2.0275 -0.7841 2.9251  0.07
7 H -2.5904 -0.2393 1.3174  0.06
8 H 0.2667 0.0085 2.1740  0.11
9 H -0.2767 1.3434 -0.0025  0.12
10 H -1.2280 0.0616 -0.5987  0.14
11 H 1.8208 -0.2270 0.1560  0.14
12 H 0.7247 -1.4385 -0.7193  0.14
13 H 0.2905 0.5437 -2.3076  0.18
14 H 1.6230 1.2772 -1.7084  0.17
15 H 1.8498 -0.1952 -2.3770  0.17

Atoms 1-3, force components in eV/Å:
0.07 0.21 -0.25
-1.88 0.05 1.27
0.05 -0.36 -0.20



(3)
The following is a DFT calculation (ωB97M-V/def2-TZVPD) of a 2-piece molecular cluster, C4H10N overall in a non-equilibrium geometry.

E_LUMO: -8.627 eV
ΔE to the lowest compared entry with this formula, charge and spin: 527.3 kJ/mol
Max |F|: 1.9 eV/A
Frontier orbital gap: 0.2858 Ha
Charge: +1
E: -212.7195 Ha
Highest occupied orbital energy: -16.403 eV

Each line ends with the Löwdin charge.
Geometry (Å):
1 C 0.4435 0.9035 -0.4527  -0.14
2 N 0.6693 -0.0234 0.5296  0.27
3 C -0.0981 -1.1897 0.3589  -0.11
4 C -1.4681 -0.5235 -0.0094  -0.10
5 C -0.9833 0.5598 -1.0174  -0.09
6 H 1.1262 0.7844 -1.3095  0.20
7 H 0.6218 1.8941 -0.0317  0.16
8 H 6.3785 1.3616 3.2520  0.00
9 H 5.7264 1.0649 3.4400  0.00
10 H 0.3435 -1.8002 -0.4551  0.19
11 H -0.0945 -1.7590 1.2691  0.13
12 H -1.8569 -0.1208 0.9145  0.12
13 H -2.1951 -1.1556 -0.4663  0.12
14 H -0.9016 -0.0169 -1.9338  0.12
15 H -1.5420 1.4605 -1.1933  0.12

Atoms 1-3, force components in eV/Å:
-1.89 0.10 -0.05
1.51 -0.90 -0.20
-0.71 0.84 0.44



(4)
The following is a DFT calculation (ωB97M-V/def2-TZVPD) of a 2-piece molecular cluster, C4H10N overall in a non-equilibrium geometry.

E_LUMO: -5.419 eV
ΔE to the lowest compared entry with this formula, charge and spin: 233.4 kJ/mol
Max |F|: 1.1 eV/A
Frontier orbital gap: 0.2943 Ha
Charge: +1
E: -212.8315 Ha
Highest occupied orbital energy: -13.427 eV

Each line ends with the Löwdin charge.
Geometry (Å):
1 C -2.2032 0.1486 -0.6517  -0.11
2 C -2.7644 -0.4604 0.3908  -0.06
3 H -2.2311 1.2301 -0.7269  0.06
4 H -1.8076 -0.4388 -1.4625  0.05
5 H -3.2916 0.0866 1.1630  0.06
6 H -2.9552 -1.5242 0.3300  0.06
7 C 0.7729 0.2899 0.7380  0.01
8 C 2.7537 -0.3809 -0.4942  0.18
9 N 2.0000 0.5428 -0.0534  0.03
10 H 0.8821 -0.4475 1.5207  0.11
11 H 0.0820 -0.1362 0.0132  0.06
12 H 0.3133 1.2167 1.0446  0.11
13 H 2.7600 -1.3971 -0.1106  0.13
14 H 3.4721 -0.1962 -1.2812  0.13
15 H 2.2171 1.4667 -0.4196  0.18

Atoms 1-3, force components in eV/Å:
-0.50 0.02 0.70
-0.67 0.09 -0.85
0.31 -0.02 -0.09



(5)
The following is a DFT calculation (ωB97M-V/def2-TZVPD) of an isolated ion of composition C4H10N and charge +1 in a non-equilibrium geometry.

E_LUMO: -3.936 eV
ΔE to the lowest compared entry with this formula, charge and spin: 254.6 kJ/mol
Max |F|: 5.2 eV/A
Frontier orbital gap: 0.3938 Ha
Charge: +1
SMILES: C[C@H]1C[C@@H]1[NH3+]
E: -212.8234 Ha
Highest occupied orbital energy: -14.652 eV

Each line ends with the Löwdin charge.
Geometry (Å):
1 C -1.9610 0.5201 -0.0785  -0.08
2 C -0.6993 -0.0657 0.4004  -0.35
3 C 0.0268 -1.3278 -0.1040  -0.06
4 C 0.5888 0.0087 -0.4199  -0.27
5 N 1.9073 0.4275 0.0884  0.23
6 H -2.0321 0.1068 -1.1485  0.11
7 H -1.7786 1.6442 0.0226  0.11
8 H -2.8556 0.1495 0.6154  0.14
9 H -0.4411 0.1248 1.5278  0.17
10 H 0.5488 -1.9641 0.7566  0.17
11 H -0.5186 -1.8803 -0.7952  0.09
12 H 0.2150 0.2903 -1.4860  0.20
13 H 2.7472 0.0810 -0.4355  0.20
14 H 2.1182 0.4780 1.0841  0.18
15 H 2.1341 1.4070 -0.0278  0.17

Atoms 1-3, force components in eV/Å:
-1.04 -0.23 0.00
3.55 -0.48 3.79
0.88 -0.23 4.21



(6)
The following is a DFT calculation (ωB97M-V/def2-TZVPD) of an isolated ion of composition C4H10N2 and charge -1 in a non-equilibrium geometry.

E_LUMO (spin up / spin down): 3.942 / 3.887 eV
ΔE to the lowest compared entry with this formula, charge and spin: 49.1 kJ/mol
Max |F|: 1.9 eV/A
Frontier orbital gap (spin up / spin down): 0.1033 / 0.3026 Ha
Charge: -1
<S²>: 0.75
E: -267.8273 Ha
Spin multiplicity: 2
Highest occupied orbital energy (spin up / spin down): 1.131 / -4.347 eV

Each line ends with the Löwdin charge.
Geometry (Å):
1 C -0.3650 -1.0457 2.4045  -0.15
2 C -0.9273 -0.7929 0.9972  -0.27
3 C 0.0918 0.0271 0.1506  -0.40
4 N 1.2544 1.2086 -2.5948  -0.04
5 C 0.0097 0.6982 -2.2061  -0.60
6 N -0.2487 -0.0610 -1.2224  -0.02
7 H -0.0972 -2.0737 2.6374  0.05
8 H 0.5253 -0.4194 2.5214  0.05
9 H -0.9936 -0.5919 3.1795  0.05
10 H -1.0868 -1.6616 0.3754  0.08
11 H -1.7758 -0.1202 1.0860  0.08
12 H 1.0984 -0.2602 0.5036  0.08
13 H 0.0230 1.0978 0.4242  0.07
14 H 1.2766 1.8700 -3.3629  -0.03
15 H 1.8709 1.4315 -1.8263  0.00
16 H -0.6556 0.6933 -3.0673  0.05

Atoms 1-3, force components in eV/Å:
0.07 0.96 0.11
1.25 1.11 0.00
0.41 0.45 0.55